Record 1
Below is a cluster of 2 separate species, C2H4BrN in total, with properties calculated with wB97M-V/def2-TZVPD.

## Properties
SMILES string   C1=NC1.Br
Energy above the lowest of the compared OMol25 structures with the same formula, charge and spin   242.34 kJ/mol
Electronic energy   -73668.4806 eV
Orbital gap   10.28 eV
LUMO   0.0132 Eh

Positions of all 8 atoms, in Å:
Br  2.6171  -0.0575  -0.0752
H  -1.5659  1.0613  -0.5388
C  -0.7601  0.4915  -0.1118
H  -1.2876  -0.6232  1.9072
H  2.6144  -0.3509  -1.6114
H  0.1577  1.0382  -0.3388
C  -0.9216  -0.5331  0.9511
N  -0.8541  -1.0263  -0.1823

Atom charges from the Mulliken analysis, given in e for atoms 1 to 5: number 1, Br, carries -0.256; number 2, H, carries 0.220; number 3, C, carries -0.346; number 4, H, carries 0.303; number 5, H, carries 0.231

---

Record 2
Below is an isolated molecule of C2H4BrNO2, with properties calculated with wB97M-V/def2-TZVPD.

## Properties
SMILES string   C[C@@H](Br)[N+](=O)[O-]
Energy above the lowest of the compared OMol25 structures with the same formula, charge and spin   295.79 kJ/mol
Electronic energy   -77763.2620 eV
Orbital gap   9.84 eV
LUMO   -0.0383 Eh

Positions of all 10 atoms, in Å:
H  1.8193  -0.0689  0.0211
H  1.0982  -1.6857  -0.0110
C  -0.2650  -0.1075  -0.4637
Br  -1.8857  -1.4586  0.0173
C  0.9299  -0.6482  0.2651
N  -0.6594  1.2260  0.0161
O  -0.7206  1.3973  1.2048
H  0.7542  -0.5925  1.3392
H  -0.2239  -0.1170  -1.5500
O  -0.8470  2.0552  -0.8388

Atom charges from the Mulliken analysis, given in e for atoms 1 to 5: number 1, H, carries 0.358; number 2, H, carries 0.367; number 3, C, carries -0.250; number 4, Br, carries -0.140; number 5, C, carries -1.093

---

Record 3
Below is an isolated molecule of C2H4BrNO2, with properties calculated with wB97M-V/def2-TZVPD.

## Properties
SMILES string   N[C@H](Br)C(=O)O
Energy above the lowest of the compared OMol25 structures with the same formula, charge and spin   0.00 kJ/mol
Electronic energy   -77766.3276 eV
Orbital gap   10.42 eV
LUMO   0.0149 Eh

Positions of all 10 atoms, in Å:
C  -0.4369  -0.3052  0.3166
H  1.0890  -1.7674  0.3491
H  0.3201  -1.3552  -1.1527
H  1.4581  0.8781  -0.6570
H  -0.2090  -0.2280  1.4693
Br  -2.2614  -0.9190  -0.0411
O  0.9194  1.6058  -0.2781
O  -1.1999  1.9711  0.1638
N  0.6189  -1.0569  -0.2261
C  -0.2983  1.1766  0.0561

Atom charges from the Mulliken analysis, given in e for atoms 1 to 5: number 1, C, carries 0.191; number 2, H, carries 0.208; number 3, H, carries 0.265; number 4, H, carries 0.392; number 5, H, carries 0.245